1.
Computed, not measured: C39H46BeN5O7PSTe as an isolated structure, with wB97M-V/def2-TZVPD.

The geometry in XYZ format:
```
101
Properties=species:S:1:pos:R:3:forces:R:3:mulliken_charge:R:1
Be 0.2437 0.0721 -0.2782 0.4 -0.1 0.1 -1.178
C 6.7070 -1.8746 -1.3447 0.0 0.0 0.0 -1.656
C 6.2671 -0.6260 -0.5707 0.0 0.0 0.0 2.105
C 6.8926 -0.6740 0.8223 0.0 0.0 0.0 -2.116
C 6.7657 0.6311 -1.2971 0.0 0.0 0.0 -1.594
C 4.7464 -0.5661 -0.5125 0.0 0.0 0.0 0.334
C 3.9951 -0.6432 -1.6813 0.0 0.0 0.0 -0.766
C 2.6181 -0.5333 -1.6370 0.1 -0.1 0.0 -1.108
N 1.9736 -0.3734 -0.4867 -0.1 0.1 0.0 0.871
C 2.6719 -0.2995 0.6473 -0.1 0.1 0.1 -0.435
C 4.0489 -0.3852 0.6803 0.0 -0.1 0.0 -0.294
C 1.8063 -0.0349 1.8269 0.2 0.0 -0.1 -0.185
C 2.1934 -0.2013 3.1437 0.0 0.1 0.0 -0.223
C 1.2904 0.0790 4.1637 0.0 0.0 0.0 0.748
C 0.0256 0.5258 3.7828 0.0 0.0 0.0 -0.989
C -0.2962 0.6429 2.4447 0.0 0.0 0.0 -0.889
N 0.5798 0.3650 1.4856 0.0 -0.2 -0.1 0.306
C 1.6230 -0.1469 5.6335 0.0 0.0 -0.1 2.126
C 0.8745 -1.4076 6.0907 0.0 0.0 0.0 -1.578
C 3.1218 -0.3512 5.8553 0.0 0.0 0.0 -2.057
C 1.1650 1.0533 6.4706 0.0 0.0 0.0 -1.711
H 7.7953 -1.9182 -1.3788 0.1 0.0 0.0 0.465
H 6.3449 -1.8702 -2.3709 0.0 0.0 0.0 0.329
H 6.3449 -2.7830 -0.8624 0.0 0.0 0.0 0.381
H 7.9732 -0.7709 0.7269 0.1 0.0 0.0 0.431
H 6.5322 -1.5272 1.3983 0.0 0.0 0.0 0.451
H 6.6961 0.2365 1.3890 0.0 0.0 0.0 0.399
H 7.8548 0.6224 -1.3471 0.0 0.0 0.0 0.444
H 6.4531 1.5348 -0.7739 0.0 0.0 0.0 0.372
H 6.3797 0.6833 -2.3140 0.0 0.0 0.0 0.352
H 4.4691 -0.7585 -2.6449 0.0 0.0 0.0 0.450
H 2.0021 -0.5709 -2.5253 0.0 0.0 0.0 0.331
H 4.5668 -0.2928 1.6224 0.0 0.0 0.0 0.556
H 3.1893 -0.5540 3.3608 0.0 0.0 0.0 0.393
H -0.7233 0.7735 4.5188 0.0 0.0 0.0 0.376
H -1.2712 0.9565 2.0994 -0.1 0.0 0.0 0.667
H 1.1434 -2.2674 5.4763 0.0 0.0 0.0 0.358
H -0.2046 -1.2697 6.0256 0.0 0.0 0.0 0.367
H 1.1276 -1.6350 7.1264 0.0 0.0 0.0 0.437
H 3.4870 -1.2598 5.3764 0.0 0.0 0.0 0.372
H 3.3158 -0.4485 6.9232 0.0 0.0 0.0 0.443
H 3.7043 0.4931 5.4849 0.0 0.0 0.0 0.445
H 0.0816 1.1563 6.4847 0.0 0.0 0.0 0.340
H 1.5902 1.9841 6.0952 0.0 0.0 0.0 0.387
H 1.4927 0.9230 7.5019 0.0 0.0 0.0 0.467
S -6.8729 0.0776 -1.9294 0.0 -0.1 0.0 -0.218
C -5.2920 0.4326 -1.1987 0.0 0.0 0.0 0.467
C -5.0985 0.1118 0.1386 -0.1 0.0 0.0 -0.664
C -3.8957 0.4581 0.7288 0.0 -0.1 0.1 -0.383
N -2.8996 1.0652 0.0964 0.0 0.0 0.1 0.164
C -3.0869 1.3441 -1.1927 0.0 0.0 0.0 -0.407
C -4.2599 1.0667 -1.8737 0.0 -0.1 -0.1 -0.792
C -6.3875 -0.3992 -3.5740 0.0 0.0 -0.1 -0.085
C -6.2925 0.5332 -4.5959 0.0 0.0 0.0 -0.014
C -5.9220 0.0965 -5.8597 0.0 0.0 0.0 -0.398
N -5.6627 -1.1717 -6.1559 0.0 0.0 0.0 -0.590
C -5.7695 -2.0577 -5.1712 0.0 0.0 0.0 -0.415
C -6.1292 -1.7287 -3.8736 -0.1 0.0 0.1 -0.246
H -5.8649 -0.3997 0.7048 0.0 0.0 0.0 0.435
H -3.7207 0.2029 1.7687 0.0 0.0 0.1 0.349
H -2.2573 1.8128 -1.7055 0.0 0.0 0.0 0.302
H -4.3416 1.3238 -2.9190 0.0 0.0 0.0 0.395
H -6.5088 1.5768 -4.4144 0.0 0.0 0.0 0.471
H -5.8331 0.8053 -6.6730 0.0 0.0 0.0 0.366
H -5.5558 -3.0866 -5.4315 0.0 -0.1 0.0 0.376
H -6.2086 -2.4885 -3.1076 0.0 0.1 -0.1 0.665
O 1.7493 2.2487 -2.0672 0.2 -0.1 0.0 -0.709
C 0.6667 2.3470 -1.5199 0.1 0.2 -0.1 0.262
O -0.0524 1.3818 -1.0641 -0.3 -0.3 0.4 0.768
C 0.0447 3.7093 -1.3174 0.0 0.1 -0.1 0.403
C 0.5628 4.7993 -2.0084 0.0 0.0 0.1 -0.649
C 0.0291 6.0623 -1.8203 0.0 -0.1 0.0 -0.534
C -1.0139 6.2016 -0.9231 0.0 0.2 0.0 0.027
C -1.5531 5.1399 -0.2235 0.0 -0.1 0.0 -0.791
C -1.0180 3.8804 -0.4364 0.0 -0.1 0.0 0.214
N -1.5785 7.5489 -0.7037 0.1 -0.3 0.0 1.011
O -2.4452 7.6600 0.1391 -0.1 0.1 0.0 -0.618
O -1.1403 8.4563 -1.3783 0.0 0.2 0.0 -0.620
H 1.3899 4.6394 -2.6843 0.0 0.0 0.0 0.524
H 0.4040 6.9266 -2.3474 0.0 0.0 0.0 0.496
H -2.3739 5.3067 0.4580 0.0 0.0 0.0 0.503
H -1.4306 3.0129 0.0639 0.1 0.1 0.1 0.311
C 0.8654 -4.7177 0.1156 0.0 0.0 0.0 -1.197
C -0.5214 -4.1822 -0.1583 0.0 0.0 0.0 -0.040
O -0.4923 -3.4702 -1.4079 -0.1 0.0 0.0 -0.359
P -1.1658 -2.0158 -1.4883 0.1 0.0 0.1 0.135
O -0.6436 -1.2337 -0.2781 -0.1 0.3 -0.1 0.423
Te -0.8277 -1.1505 -3.6089 -0.1 0.0 -0.2 -0.445
O -2.6981 -2.2586 -1.0854 0.1 0.0 0.1 -0.206
C -3.5573 -2.9399 -2.0079 0.0 0.0 -0.1 -0.185
C -4.6954 -3.5432 -1.2210 0.0 0.0 0.0 -1.401
H 0.8519 -5.3818 0.9803 0.0 0.0 0.0 0.400
H 1.5597 -3.9007 0.3134 0.0 0.0 0.0 0.145
H 1.2319 -5.2766 -0.7449 0.0 0.0 0.0 0.322
H -0.8466 -3.5158 0.6430 0.0 0.0 0.0 0.265
H -1.2526 -4.9884 -0.2513 0.0 0.0 0.0 0.314
H -2.9867 -3.7057 -2.5413 -0.1 0.0 0.0 0.520
H -3.9085 -2.2143 -2.7447 0.1 0.0 0.0 0.188
H -4.3271 -4.2780 -0.5065 0.0 0.0 0.0 0.375
H -5.3929 -4.0418 -1.8949 0.0 -0.1 0.0 0.451
H -5.2327 -2.7707 -0.6735 -0.1 0.1 0.0 0.199
```
Positions in Å, forces in eV/Å.

The value obtained for the energy above the lowest of the compared OMol25 structures with the same formula, charge and spin is 6.1 kcal per mole.



2.
Computed, not measured: a 4-piece molecular cluster, C32H74N4O13S2 overall, with wB97M-V/def2-TZVPD.

The geometry in XYZ format:
```
125
Properties=species:S:1:pos:R:3:forces:R:3:mulliken_charge:R:1
C -1.3607 1.1838 1.1347 -0.1 -0.3 0.1 -0.338
O -1.6605 2.2966 0.3254 0.2 0.3 0.0 -0.491
C -1.0379 2.2743 -0.9411 -0.1 -0.2 0.2 -0.442
C -1.6670 1.2552 -1.9077 0.2 0.1 -0.2 -0.990
C -0.6995 0.1750 -2.4467 -0.6 0.0 0.0 0.098
C -0.8958 -1.2098 -1.8076 0.3 0.0 0.3 -1.608
C 0.3227 -1.7716 -1.0518 -0.2 0.0 -0.2 1.861
C -0.0965 -3.1011 -0.4041 -0.5 0.4 0.4 -1.342
O 0.8566 -4.1589 -0.5487 0.2 0.2 -0.1 -0.497
S 1.1223 -4.6060 -2.0485 0.1 -0.4 0.0 1.394
O 2.1564 -5.5810 -1.9682 0.0 0.0 0.1 -0.720
O -0.1258 -4.9581 -2.6498 -0.3 0.1 0.0 -0.689
C 1.7342 -3.0699 -2.8257 0.1 0.4 -0.4 1.447
S 3.4544 -3.4971 -3.2793 0.1 -0.3 0.1 -0.138
C 0.8586 -2.7334 -4.0943 0.4 0.1 -0.3 -0.755
N 1.6297 -2.3085 -5.2659 -0.1 0.1 0.3 -0.560
C 1.6525 -1.8755 -1.8277 0.2 -0.1 0.3 -0.273
C 2.8378 -1.8158 -0.8418 -0.2 -0.1 0.1 -1.422
O 3.9076 -1.0556 -1.3664 0.2 -0.2 0.0 -0.319
C 3.8147 0.3189 -1.0955 0.0 0.2 0.0 -0.099
O 4.3779 1.0461 -2.1237 0.2 0.1 -0.2 -0.414
C 3.6688 0.9463 -3.3425 0.0 0.4 0.1 0.939
C 4.2182 1.9392 -4.3410 0.0 -0.5 -0.3 -0.335
O 5.4877 1.5504 -4.8516 0.0 0.5 0.3 -0.539
H -1.3052 1.5032 2.1745 0.0 0.1 0.0 0.293
H -0.4001 0.7311 0.8631 0.1 0.1 0.0 0.068
H -2.1365 0.4125 1.0645 0.0 0.0 -0.1 0.155
H -1.1131 3.2847 -1.3398 -0.1 0.0 0.1 0.337
H 0.0320 2.0636 -0.8067 0.1 0.0 0.0 0.308
H -2.5130 0.7904 -1.3998 0.0 0.0 0.0 0.451
H -2.0871 1.8004 -2.7540 0.0 0.0 0.0 0.421
H 0.3224 0.5330 -2.3121 0.1 0.0 -0.1 -0.472
H -0.8880 0.0887 -3.5185 0.3 0.0 -0.1 0.545
H -1.7007 -1.1260 -1.0718 0.0 -0.1 0.0 0.382
H -1.2317 -1.9544 -2.5293 -0.1 0.1 -0.1 0.517
H 0.5184 -1.0765 -0.2319 0.1 0.1 -0.1 0.158
H -0.2196 -2.9536 0.6673 0.1 -0.3 0.0 0.283
H -1.0700 -3.4049 -0.7936 0.1 -0.3 -0.1 0.533
H 3.8348 -2.2402 -3.5174 -0.1 0.1 -0.1 0.127
H 0.2369 -3.5907 -4.3289 -0.1 0.0 0.0 0.658
H 0.2206 -1.8979 -3.8296 -0.2 -0.2 0.1 -0.079
H 1.3418 -1.3866 -5.5572 0.0 0.0 -0.1 0.207
H 1.4899 -2.9406 -6.0389 0.2 0.0 0.0 0.239
H 1.7521 -0.9788 -2.4472 0.0 -0.1 0.0 -0.201
H 3.2024 -2.8147 -0.6156 0.2 0.0 0.0 0.398
H 2.5093 -1.3714 0.1028 0.0 0.0 0.0 0.441
H 4.3825 0.5746 -0.1989 0.0 0.0 0.1 0.295
H 2.7591 0.6083 -0.9568 -0.1 0.0 0.0 0.142
H 3.7456 -0.0622 -3.7632 -0.1 -0.1 0.1 -0.216
H 2.6100 1.1810 -3.1546 -0.1 -0.1 -0.1 -0.247
H 3.4977 2.0048 -5.1639 -0.1 0.2 0.0 0.328
H 4.3273 2.9216 -3.8904 0.1 0.0 0.0 -0.074
H 5.3864 0.6869 -5.2498 0.1 -0.3 -0.2 0.308
C 5.3040 5.0593 -5.8244 -0.1 0.0 0.0 -0.839
O 4.0936 5.2647 -5.1110 0.2 0.0 0.0 -0.327
C 4.2909 5.7280 -3.7793 -0.2 -0.1 0.1 -0.677
C 3.7437 7.1283 -3.6159 0.0 0.1 -0.2 -0.294
N 4.5414 8.0883 -4.3654 -0.1 0.0 0.0 -0.316
C 3.9820 9.4346 -4.4136 0.2 0.0 0.0 -0.718
C 2.6653 9.6284 -5.1561 -0.1 0.2 0.1 -0.466
O 2.7568 9.4075 -6.5503 0.0 -0.1 0.0 -0.422
C 2.5396 8.0760 -6.9761 0.0 0.1 -0.1 -0.539
H 5.0470 4.6395 -6.7950 0.0 0.0 0.0 0.221
H 5.8336 6.0058 -5.9754 0.1 -0.1 0.0 0.364
H 5.9578 4.3561 -5.3012 0.0 0.0 0.0 0.392
H 5.3500 5.6924 -3.5100 0.0 0.0 0.0 0.387
H 3.7475 5.0577 -3.1049 0.0 0.0 0.0 0.343
H 3.7678 7.3986 -2.5562 0.0 0.0 0.0 0.386
H 2.6916 7.1117 -3.9349 0.0 0.0 0.1 0.209
H 4.6551 7.7480 -5.3118 0.0 0.0 0.0 0.093
H 4.7258 10.0811 -4.8855 0.0 0.0 0.0 0.372
H 3.8564 9.7934 -3.3870 0.0 0.0 0.0 0.407
H 2.3727 10.6749 -5.0356 0.0 0.0 0.0 0.350
H 1.8567 9.0227 -4.7292 0.0 -0.1 0.0 0.335
H 1.8306 7.5560 -6.3260 0.0 0.0 0.0 0.270
H 3.4692 7.5011 -7.0191 0.0 -0.1 0.1 0.173
H 2.1250 8.1175 -7.9833 0.0 0.0 0.0 0.305
C -3.3633 -5.4469 4.2856 0.0 0.0 -0.1 -0.723
O -4.0712 -5.5640 3.0674 0.0 0.1 0.1 -0.366
C -5.4844 -5.6470 3.2160 -0.1 -0.1 -0.1 -0.821
C -6.1478 -4.4383 2.5955 0.1 0.1 0.0 -0.226
N -5.8324 -3.2417 3.3621 0.0 0.0 -0.1 -0.074
C -6.2512 -1.9857 2.7524 0.0 0.0 0.2 -0.868
C -5.5857 -1.5775 1.4432 -0.2 0.1 0.0 -0.586
O -4.1972 -1.3357 1.5841 0.1 -0.1 -0.1 -0.317
C -3.3638 -2.4501 1.3279 0.2 0.2 0.2 0.164
H -2.3014 -5.4672 4.0459 0.0 0.0 0.0 0.295
H -3.5907 -4.5073 4.8041 0.0 -0.1 0.0 0.179
H -3.5864 -6.2819 4.9568 0.0 0.0 0.0 0.500
H -5.7573 -5.7349 4.2713 0.0 0.1 0.0 0.353
H -5.8249 -6.5491 2.7001 0.0 0.0 0.0 0.433
H -7.2317 -4.5840 2.5871 0.0 0.0 0.0 0.455
H -5.8081 -4.3735 1.5518 -0.1 -0.1 0.0 0.211
H -4.8306 -3.2115 3.5066 0.0 0.0 0.0 -0.275
H -6.0525 -1.1958 3.4816 0.0 0.0 0.0 0.321
H -7.3347 -2.0088 2.5997 0.0 0.0 0.0 0.491
H -6.0368 -0.6330 1.1282 0.0 0.0 0.0 0.377
H -5.7611 -2.2990 0.6366 0.0 -0.1 0.1 0.412
H -3.7662 -3.0924 0.5399 0.0 0.0 0.0 0.498
H -3.1927 -3.0459 2.2293 0.0 -0.1 -0.1 -0.008
H -2.3967 -2.0613 1.0047 0.0 0.0 0.0 -0.524
C 0.0697 -2.4307 9.4801 0.0 -0.1 0.0 -0.740
O -0.2074 -3.3355 8.4298 0.0 0.1 0.0 -0.363
C -1.5116 -3.9011 8.4759 0.0 -0.2 0.0 -0.930
C -2.3198 -3.4678 7.2738 0.1 0.2 0.0 0.067
N -2.6278 -2.0460 7.3383 0.1 -0.1 -0.1 -0.319
C -3.2431 -1.5095 6.1295 0.0 0.1 0.1 -1.090
C -2.4047 -1.4906 4.8578 -0.2 0.0 -0.2 0.275
O -1.2992 -0.6083 4.9029 0.1 -0.1 0.0 -0.492
C -0.1010 -1.1544 5.4227 0.0 0.1 0.0 -0.659
H 1.1091 -2.1247 9.3775 0.0 0.0 0.0 0.243
H -0.5667 -1.5403 9.4321 0.0 0.0 0.0 0.311
H -0.0611 -2.9056 10.4573 0.0 0.0 0.0 0.354
H -2.0221 -3.6225 9.4019 0.0 0.1 0.0 0.433
H -1.4051 -4.9897 8.4608 0.0 0.0 0.0 0.389
H -3.2572 -4.0320 7.2514 0.0 0.0 0.0 0.338
H -1.7439 -3.7355 6.3753 0.0 -0.1 0.0 0.073
H -1.7739 -1.5358 7.5255 0.0 0.0 0.0 0.173
H -3.5443 -0.4808 6.3415 0.0 0.0 0.0 0.392
H -4.1607 -2.0738 5.9298 0.0 0.0 0.0 0.473
H -3.0481 -1.1253 4.0507 0.0 0.0 0.0 0.141
H -2.0749 -2.4974 4.5665 0.1 0.0 0.1 0.153
H -0.0158 -2.2222 5.2024 0.0 0.0 0.0 0.274
H -0.0173 -1.0077 6.5031 0.0 -0.1 0.0 0.211
H 0.7307 -0.6317 4.9496 0.0 0.0 0.0 0.308
```
Positions in Å, forces in eV/Å.

The structure (SMILES) is COCCCC[C@H]1COS(=O)(=O)[C@@](S)(CN)[C@@H]1COCOCCO.COCCNCCOC.COCCNCCOC.COCCNCCOC.



| no. | E_HOMO (eV) | strongest force on any atom (eV Å⁻¹) |
| --- | --- | --- |
| 1 | -7.059 | 0.57 |
| 2 | -8.720 | 0.72 |